Entry 1:
This record from the OMol25 dataset describes a cluster of 5 separate species, C18H32NO11 in total at a distorted geometry. The level of theory is ωB97M-V/def2-TZVPD.

```
! RIJCOSX wB97M-V def2-TZVPD def2/J DEFGRID3
* xyz 0 2
H 0.0821 0.5710 -3.6158
H 2.4293 -0.5282 2.9628
C -5.5629 -0.4671 0.2406
O -0.0878 -2.7817 0.0240
H -4.5441 1.2209 0.7468
O 4.7682 0.7434 -1.8167
C -4.4413 0.2284 0.3337
C -3.2584 -0.3012 -0.1330
O 0.1052 -3.6974 2.0682
C -0.4784 -4.7737 2.6864
H 6.4820 1.5570 -2.6142
H 1.1809 -1.5411 2.4363
H -4.3427 -3.2631 -1.2847
C 1.3603 -0.5129 2.7505
C -3.1601 -1.6097 -0.5984
C 1.0658 1.7759 2.0313
C -1.5145 -5.3349 1.6230
C -0.3204 1.5519 -3.3628
H -2.5507 -5.0802 1.8455
C 6.6019 1.6074 -0.5034
O 5.6956 0.9622 0.2773
C 4.6158 0.3815 -0.5544
C -5.4539 -1.7699 -0.3950
H 0.3622 -5.4318 2.9067
O -2.1683 0.4082 0.1269
H 5.3839 2.7527 -1.9326
H 7.4610 0.9435 -0.6000
H 1.4729 2.2332 -0.0508
H -6.3526 -3.3725 -1.0208
H 1.1993 0.0153 -0.5461
O -6.6230 -2.4808 -0.7899
O 3.5920 -0.2679 -0.2503
H 2.0552 1.9515 2.4538
H 0.4951 2.2122 2.8512
O 0.5479 2.0381 -2.2421
H -0.1165 4.5918 -0.2530
C 5.7789 1.7451 -1.8028
H 6.9836 2.5898 -0.2253
C -0.2122 -3.7482 0.7576
H -2.3695 1.3259 0.3239
C -0.5860 3.6972 -0.6619
H -0.0575 2.1449 -4.2388
H -1.4484 -6.4227 1.6027
N -0.4164 2.6611 0.3387
H 1.2998 3.6741 1.0655
O 0.4005 -0.3247 -0.9558
H 0.8926 -0.1637 3.6710
H -6.5043 0.0369 0.4023
H -1.3705 1.5478 -3.0706
H 1.2190 3.9038 -1.7120
H -1.0004 2.7584 1.1570
C 0.2811 3.4260 -1.9951
H 0.0213 -0.9506 -0.3346
O 0.9025 0.3390 1.6728
H -0.2389 0.3790 -1.0883
C -4.2966 -2.2650 -0.8745
H -1.0823 -4.6555 3.5861
H -1.6221 4.0005 -0.8123
C 0.9731 2.6644 0.8165
O -1.1419 -4.7575 0.4308
H -2.2403 -2.0341 -0.9732
H -0.1459 3.8959 -2.8810
*
```

Values from the calculation:
Energy: -43188.6216 eV

***

Entry 2:
This record from the OMol25 dataset describes a structure of composition C11H18Cl2NbO2 at a distorted geometry. The level of theory is ωB97M-V/def2-TZVPD.

```
! RIJCOSX wB97M-V def2-TZVPD def2/J DEFGRID3
* xyz -1 1
H -1.7695 2.5678 1.3733
H 0.3063 -3.1867 -1.9682
H 7.2591 -0.6264 -0.0079
H -3.7888 -2.0771 0.2957
C 2.1182 -2.0639 -2.5018
C 6.3786 -0.1267 0.3827
C 1.3402 -0.2292 -0.6036
H 2.4109 -2.7794 -3.2750
C -2.5581 2.4696 2.1396
H -4.7375 2.0413 1.9742
H 6.6081 0.9114 0.5996
H -2.3857 1.4983 2.6313
H 3.8002 -0.7681 -2.8618
C -0.7588 -1.4830 -0.0139
H 1.0230 0.5046 0.1397
H -1.0384 0.2574 1.1615
H -2.4845 3.2646 2.8985
H -1.2040 0.5283 -0.5965
C 0.9291 -2.3080 -1.7921
Nb -3.7828 -0.2720 0.2631
C 2.5232 0.0140 -1.2996
Cl 5.0891 -0.1898 -0.8317
C 0.5523 -1.3706 -0.8424
H -3.7985 -0.3385 -1.5909
O -3.8574 1.8179 0.1024
C 2.8981 -0.9436 -2.2738
C -1.4933 -0.1419 0.2368
H -5.6161 -0.2458 0.3389
H 3.0587 0.9253 -1.0685
O -1.1363 -2.5514 0.4212
C -3.9070 2.4645 1.3848
H -4.1480 3.5342 1.1893
Cl 5.8887 -0.9264 1.8814
H -3.7191 -0.1707 2.1138
*
```

Values from the calculation:
Energy: -42383.6728 eV

***

Entry 3:
This record from the OMol25 dataset describes a structure of composition C28H40N5OSV at a distorted geometry. The level of theory is ωB97M-V/def2-TZVPD.

```
! RIJCOSX wB97M-V def2-TZVPD def2/J DEFGRID3
* xyz 2 3
C 0.2976 -1.9886 3.3635
H 1.9186 -1.7526 -3.5431
H -4.8212 1.3366 -2.9822
C 1.4858 -3.8335 -1.6689
N 2.2707 -1.4370 1.0168
C 3.2256 -1.1065 1.8957
C 2.8641 2.8361 2.1732
C -4.4810 0.9062 -2.0400
H -2.7459 -0.0759 -1.2146
C 0.3234 -4.2077 -2.3186
H -1.2830 0.9076 3.4369
H 4.0492 -3.6715 -0.7681
H -3.0190 -0.4158 -2.9184
C -1.8894 -1.3263 2.6569
C -0.8275 -2.5435 -1.0785
H 2.8094 3.7276 4.1259
C 1.3021 1.0394 1.7922
H 2.9690 -0.3583 2.6300
C 2.0847 -0.7131 -3.8334
S -0.3416 1.0308 -2.5899
C -0.4000 -0.1562 -3.9563
H 2.1994 -0.1249 -2.9197
O -0.0250 0.2137 -1.3504
H 3.6641 3.4743 1.8209
H -2.2716 4.8550 -0.8143
C 1.3590 2.1649 3.9312
C -0.3515 0.3496 3.5441
C 0.8150 1.1969 3.0896
N -0.4759 -0.9002 2.7269
C -0.8651 -3.5564 -2.0138
H -4.1139 2.5940 1.5969
H -2.1385 2.2911 -1.7843
H 0.3662 -2.8423 2.6902
C 2.3817 2.9801 3.4712
C -3.0579 0.3703 -2.1608
H -0.7149 4.1506 -0.3169
H -0.2606 0.0778 4.5999
H -0.1908 -2.3025 4.2894
H 5.2148 -1.3480 2.6292
C 4.4956 -1.6540 1.8832
H 0.8043 -0.8464 -5.5652
C 4.8170 -2.5710 0.8998
H -2.4910 -0.5585 2.1754
H 2.7251 1.7472 0.3356
N -1.2905 1.1296 0.7637
H 2.4151 -4.3372 -1.8885
H -1.9594 -2.2542 2.0869
H 5.8065 -3.0036 0.8432
V 0.2381 -0.3720 0.7796
C 1.4343 -2.8152 -0.7251
C 3.8350 -2.9403 -0.0032
H -4.4142 3.8872 0.4193
H 0.3428 -5.0045 -3.0500
H 1.1664 0.7919 -5.0819
N -2.4044 3.3126 0.6092
H -2.2866 -1.5119 3.6583
H -0.6489 -1.1183 -3.5043
C 2.5755 -2.3754 0.0993
C 0.9345 -0.2021 -4.6938
H -1.2146 0.1450 -4.6161
H -1.7986 -3.8318 -2.4835
H -1.7246 -1.9936 -0.8211
H 3.0247 -0.6614 -4.3801
H 0.9874 2.2812 4.9432
H -3.6704 4.2682 1.9883
C -1.6996 4.4610 0.0255
C -1.8183 2.1583 0.6886
H -2.3013 1.9290 -3.4918
H 1.2986 -1.6385 3.5984
H -4.5431 1.6862 -1.2764
C -2.0878 1.4843 -2.5161
C 2.3271 1.8658 1.3387
N 0.2933 -2.1802 -0.4524
C -3.7343 3.5284 1.1912
H -1.5839 5.2381 0.7800
H -5.1760 0.1141 -1.7660
*
```

Values from the calculation:
Energy: -75693.6170 eV

***

Entry 4:
This record from the OMol25 dataset describes a structure of composition C4H13IInO2 at a distorted geometry. The level of theory is ωB97M-V/def2-TZVPD.

```
! RIJCOSX wB97M-V def2-TZVPD def2/J DEFGRID3
* xyz -1 1
H -0.8542 -2.4025 0.3597
In -1.1621 3.9199 -1.9317
H 0.8674 2.4640 -1.8895
C 1.5882 -1.1789 0.4692
C -0.7687 -1.3478 0.0660
C 1.7436 -2.5536 1.1000
H -1.6204 5.0904 -0.6772
H 1.8719 -3.3147 0.3283
H 2.4857 -0.9422 -0.1027
H -0.5176 -0.5547 2.0780
C -1.1702 -0.4344 1.2092
H -2.1906 -0.6559 1.5247
H -1.4503 -1.1960 -0.7690
H 2.6161 -2.5705 1.7557
H 0.8738 -2.8298 1.6977
O 0.5251 -1.0891 -0.4520
I -2.7820 1.5781 -1.8045
H 1.4944 -0.4051 1.2384
H -1.1238 0.6079 0.8957
H -1.2300 4.5001 -3.6108
O 0.8038 3.3146 -1.4853
*
```

Values from the calculation:
Energy: -21729.9668 eV

***

Entry 5:
This record from the OMol25 dataset describes a structure of composition C22H43CrN2P3Se at a distorted geometry. The level of theory is ωB97M-V/def2-TZVPD.

```
! RIJCOSX wB97M-V def2-TZVPD def2/J DEFGRID3
* xyz 3 4
C 0.7204 1.9166 -4.9898
H -1.4559 -3.1183 -6.0985
H 2.0491 -0.6892 -1.8411
H 0.9638 2.9787 -4.9636
H -1.3348 1.9445 3.9379
H -3.2928 0.9953 2.7408
C -0.6884 -1.8478 4.6261
Se 0.2239 2.5083 -2.3365
N 0.0163 -4.0230 5.4201
H -0.2209 -4.4553 -6.5779
H 2.2659 -1.9618 -0.5861
C -3.4770 0.3335 1.8842
P 2.2819 0.1893 0.4058
C 0.2938 1.3100 -3.7880
H -2.8160 -1.3147 -0.5577
H -1.2075 0.0437 3.7214
H 4.3205 -0.6933 1.4820
C -2.8611 2.4781 0.0010
H -2.5454 3.1892 0.7726
H 0.5244 4.5346 1.6929
H 0.4129 -4.9363 5.2454
H 0.6967 -2.5965 1.1170
H -4.0602 -0.0982 -1.0566
C 0.2297 -2.4861 2.0976
H 3.3080 0.2200 2.6377
C 3.1025 1.7565 -0.0746
H -3.2556 -0.7001 2.1968
H 3.6990 -1.0220 -1.1783
C 0.5067 -0.1765 -6.1684
N -0.4405 -1.3210 2.2941
H -2.3437 2.7295 -0.9354
C -1.1907 2.6694 3.1278
C 2.6210 -0.9815 -0.9453
C 0.8127 1.2091 -6.1882
C -0.7035 -4.0729 -4.4675
H -3.9507 2.5558 -0.1395
H -0.9251 3.6403 3.5715
H -4.5344 0.4027 1.5846
H -0.3349 -0.5464 -2.8794
H -0.3230 -3.8378 6.3599
Cr -0.1755 0.0468 0.8503
C -0.0343 -0.0581 -3.8026
C 0.0515 -0.7807 -4.9892
C 1.5586 2.1172 3.2249
H -0.2703 -1.8180 -4.9936
H 1.3815 2.9016 3.9702
H 0.6186 -0.7806 -7.0732
H 0.1082 -4.6681 -4.0498
H -2.1317 2.7722 2.5790
H 2.5396 2.2808 2.7659
H 1.5713 1.1493 3.7409
C 3.2864 -0.4845 1.7981
C 0.3712 -3.4053 3.1145
H -2.4045 -0.0753 -1.7993
P 0.1819 2.1562 2.0356
H 2.5218 2.2019 -0.9044
H -0.4259 3.8057 0.3515
C -0.7932 -3.9159 -5.7944
H 1.1407 1.7498 -7.0935
P -2.3972 0.7792 0.4603
H -1.4541 -3.7053 -3.7319
H -1.0626 -1.5476 5.6068
H 2.8242 -1.4200 2.1471
H 4.1515 1.6130 -0.4006
C 0.4297 3.6636 1.0268
H 3.0842 2.4519 0.7779
H 1.3301 3.5715 0.4093
H 0.8213 -4.3556 2.8825
C -0.8392 -0.9861 3.5635
C -0.0832 -3.1115 4.4180
H -0.0012 1.4016 -1.3509
C -2.9864 -0.2757 -0.8841
*
```

Values from the calculation:
Energy: -148099.7522 eV

***

Entry 6:
This record from the OMol25 dataset describes a structure of composition C55H75N3O7P3SSiTeV at a distorted geometry. The level of theory is ωB97M-V/def2-TZVPD.

```
! RIJCOSX wB97M-V def2-TZVPD def2/J DEFGRID3
* xyz -1 4
H -5.7820 -4.1050 2.6725
H 4.8408 -0.7456 2.4121
H -5.4732 -0.4243 -1.5121
O -2.1988 -5.1015 -0.5767
C -3.3419 3.1222 2.1258
C -3.2856 -6.7005 -1.9888
C -3.1163 -3.5583 3.5297
C -4.8825 -1.1996 -1.0196
H 6.3961 -2.1114 3.7815
O -1.5187 2.9346 -0.6678
H -4.1527 -5.9573 2.8794
C -4.2598 -2.2263 -3.2299
H -4.1232 2.4832 0.2148
C 0.5404 -3.2056 2.3798
C -0.7859 4.1276 -1.0064
H -3.2174 -1.9346 -3.1129
P 1.9180 -0.8765 0.1679
H -1.1034 -2.1051 6.9223
H -1.2009 -5.9054 -3.7087
C 3.2017 -5.1610 -0.9778
H -3.8609 -0.8400 -0.8820
H -2.5592 -5.8310 2.1022
H -6.2742 -3.9501 -2.5938
C -0.5274 -0.9643 3.7723
O -2.2125 0.8041 0.4261
H -1.5323 0.2947 7.3182
Te 2.2538 0.9791 2.9043
C 1.9956 -3.1425 -1.4706
H -6.9216 -2.2923 -2.5359
H 1.9090 0.4865 -1.8507
H 1.1445 4.6790 -1.7843
H -0.2170 6.0271 -0.1694
H -0.4795 -2.9031 4.6973
H -3.6938 1.0023 2.2999
C 0.1920 -4.2415 1.5237
H -5.2166 -2.4690 2.2769
C 3.5975 -4.6282 0.2424
C 5.8875 -0.0591 -0.7829
C -1.0207 -1.3987 6.1046
H -1.3929 3.9881 -3.0736
C 5.5990 -1.5413 4.2507
H -0.3677 4.7231 1.0252
C -3.3928 4.3544 3.0251
V -0.3279 -0.2547 -0.0835
H 0.7604 0.2985 -5.2087
Si -2.6807 -3.5386 -0.4125
H -0.6821 -4.5510 -2.6684
C -0.8024 5.1555 0.1255
H 2.6576 1.9003 -0.0650
C 2.4018 -4.4190 -1.8348
O 0.0812 1.7434 0.9380
H -4.3075 -3.1399 -3.8267
C -1.9776 -5.9638 -1.6883
H -2.5106 0.6660 -1.6357
H 0.0422 -6.4134 -1.0926
O -4.1435 -3.5066 -1.1829
H -5.3080 -1.4007 -0.0352
H 2.9213 0.4371 6.0471
C -0.8731 0.3696 3.9957
C 1.8819 -4.7614 3.6554
C 1.4302 -3.4739 3.4256
H 4.5448 -1.0099 7.2612
C -0.0076 0.3881 -4.4516
N 5.5309 -1.6336 5.5806
H -0.7543 -7.7294 -1.9903
H 1.7900 -2.6600 4.0419
C -1.5054 4.6780 -2.2354
H 4.2170 -5.2123 0.9120
H -3.7580 4.2106 0.2961
H -4.0272 -5.8414 1.1095
C 4.5796 -0.9241 6.1785
H 6.7871 -0.6171 -1.0132
C -2.2606 0.5724 -3.7488
H 0.3524 -6.3300 1.0750
H -3.5611 -7.3325 -1.1420
N -0.5089 0.5241 -2.0890
H 6.8513 1.8522 -0.8970
H -0.4258 -4.0355 0.6667
H 3.4968 -2.9215 1.5511
P 0.0555 -1.4422 2.0820
H 2.0942 -4.8383 -2.7859
H -4.0769 -5.9678 -2.1485
H -3.7701 -3.8926 4.3377
C -4.8750 -2.4806 -1.8536
H 0.7140 2.9798 -2.0731
O -1.9355 2.9313 1.8378
C 0.3807 0.4878 -3.1082
C 0.6641 3.7976 -1.3559
H -2.1244 -3.9931 3.6651
C -4.1592 3.3642 0.8551
C -1.2812 -0.0561 6.3244
H 2.5713 -4.9523 4.4697
H 4.7753 3.1092 -0.4134
C 4.7364 -0.7754 3.4872
C 0.6487 -5.5350 1.7501
C 1.8385 -0.9173 1.9862
C -1.8068 0.5923 -2.4500
H -2.3181 -4.5755 -3.3062
C -1.5117 -5.2059 -2.9302
O -2.8639 -3.3209 1.1968
C 5.9219 1.3248 -0.7199
C -0.6610 -1.8492 4.8427
H -5.4307 -3.6663 0.9837
H -5.1950 3.5724 1.1238
H -4.9829 2.0136 2.9876
H -1.0908 5.6485 -2.5102
C 3.6756 -0.1169 5.5006
C 3.7334 -0.0391 4.1136
H 4.6961 -1.8228 -0.5848
C 3.5316 -0.0526 -0.2338
H 1.8234 -6.8126 3.0116
H -4.8032 -1.4335 -3.7491
H -1.6606 0.3378 -5.8093
H -3.3202 0.6400 -3.9491
H -0.8825 1.0606 3.1731
C 3.1976 -3.3515 0.6010
H -1.1954 -7.4090 -0.2983
H 3.5186 -6.1586 -1.2595
C -3.6720 -3.9832 2.1734
C 1.4755 -5.8028 2.8266
S -1.2691 -2.1841 -1.1509
H 2.3711 0.2805 -3.4670
H -2.5705 4.7900 -2.0260
C 4.7031 -0.7432 -0.5421
C -5.1253 -3.5264 2.0203
C -3.9035 1.9086 2.8674
C 4.7573 2.0268 -0.4479
N 1.7030 0.6632 -2.8181
H -3.1779 -7.3249 -2.8779
C 2.3925 -2.6012 -0.2512
C -1.3420 0.4217 -4.7785
C -3.5987 -5.5065 2.0535
H -1.4793 1.8683 5.4012
C -1.2338 0.8229 5.2549
H -2.7138 4.2199 3.8680
C 3.5713 1.3461 -0.2232
C -6.2946 -3.0218 -2.0204
H -3.0216 -2.4725 3.5631
H 1.2018 3.5071 -0.4548
H -1.8213 5.4732 0.3507
H -4.4055 4.5034 3.4007
C -0.8975 -6.9475 -1.2413
H -6.7347 -3.2379 -1.0451
H 1.3424 -2.5657 -2.1135
P -1.3673 2.0142 0.6442
H -3.0800 5.2443 2.4765
H -3.4481 1.8127 3.8503
*
```

Values from the calculation:
Energy: -156628.7705 eV

***

Entry 7:
This record from the OMol25 dataset describes an isolated molecule of C2H8N6 at a distorted geometry. The level of theory is ωB97M-V/def2-TZVPD.

```
! RIJCOSX wB97M-V def2-TZVPD def2/J DEFGRID3
* xyz 0 1
C 1.6176 -1.3589 -0.0505
N 0.1679 1.0520 -0.7543
N -2.3125 -1.4195 -0.2912
H 3.3962 -0.4425 0.3716
H -0.0504 3.4122 -0.4448
N -0.4071 2.3344 0.0626
N 0.1979 -1.2860 -0.2776
N 2.3347 -0.2361 0.0293
H -0.1934 2.5521 1.1457
N -1.7678 -0.1435 0.3735
C -0.3732 -0.1400 -0.1690
H -2.1804 -1.9588 0.6248
H 1.3042 0.9937 -0.4183
H -1.3556 -1.5681 -0.9221
H -2.3081 0.5846 0.0828
H 1.9300 -2.3755 0.6373
*
```

Values from the calculation:
Energy: -11137.4025 eV
SMILES: [H]/N=C/N=C(NN)NN

***

Entry 8:
This record from the OMol25 dataset describes an isolated molecule of C5H10O2. The level of theory is ωB97M-V/def2-TZVPD.

```
! RIJCOSX wB97M-V def2-TZVPD def2/J DEFGRID3
* xyz 0 1
C 0.4514 0.1992 2.4514
C -1.0562 0.6976 -0.7436
H -1.9394 0.1213 -1.0358
H -1.1259 1.6957 -1.1962
H -0.3697 -1.1471 -2.8382
H 1.0338 -1.8344 -1.9911
H 0.9055 0.6648 -1.7123
C 0.2689 -0.0113 -1.1215
H 1.5048 0.1119 2.7291
H 0.8160 1.6622 0.8835
H -0.0300 -0.7778 2.5459
C 0.0770 -1.3236 -1.8538
H -0.0365 0.9090 3.1252
O -1.0296 0.7837 0.6674
H -0.5877 -1.9772 -1.2806
O 0.8848 -0.2549 0.1364
C 0.3275 0.6789 1.0281
*
```

Values from the calculation:
Energy: -9441.8211 eV
SMILES: C[C@@H]1OC[C@H](C)O1

***

Entry 9:
This record from the OMol25 dataset describes a structure of composition C5H7NO2 at a distorted geometry. The level of theory is ωB97M-V/def2-TZVPD.

```
! RIJCOSX wB97M-V def2-TZVPD def2/J DEFGRID3
* xyz 0 1
H -0.2384 1.2703 1.2427
C -1.8935 0.7054 -0.3025
N -2.2805 -0.4680 -0.0701
C -0.4108 0.9364 0.1351
O -1.1409 -1.4188 0.2227
H 3.5928 -0.3111 -0.1247
C -0.0058 -0.4459 -0.0169
H 2.2989 -0.6597 -1.3991
C 1.3991 0.1090 0.4457
C 2.5452 -0.7322 -0.2607
H -2.6802 1.3669 -0.3112
H 2.6615 -1.8132 0.1163
O 0.9670 1.4276 -0.1553
H 0.3113 -0.5169 -1.0749
H 1.6035 0.4342 1.4979
*
```

Values from the calculation:
Energy: -10876.8657 eV